Entry 1:
Here is 2 unconnected molecules or ions with the total composition C4H10N from the Open Molecules 2025 dataset. Energies are from ωB97M-V/def2-TZVPD.

Summary:
* 2S+1: 2
* net charge: +2
* energy above the lowest of the compared OMol25 structures with the same formula, charge and spin: 158.3 kJ/mol
* calculated total energy: -212.31841 hartree

```
15
Properties=species:S:1:pos:R:3:forces:R:3
C -1.49344 -1.35502 -1.93870 -0.324 -0.561 -0.603
C -1.87650 -0.03787 -1.62249 0.278 0.157 -0.443
H -1.87606 -2.25566 -1.45940 -0.152 0.208 0.205
H -0.83747 -1.53402 -2.79208 0.136 0.118 0.149
H -2.39500 0.25940 -0.71575 -0.144 -0.185 -0.042
H -1.57934 0.73541 -2.33202 -0.315 0.096 0.055
C 1.31022 0.42670 1.62898 0.439 -0.530 -0.137
C 2.25138 0.97399 0.89473 0.008 0.699 0.319
N -0.00094 0.04376 1.01518 -0.314 0.202 0.540
H 1.41702 0.09364 2.65214 -0.153 0.069 -0.002
H 3.19493 1.22168 1.36740 -0.014 -0.118 0.016
H 2.13344 1.35637 -0.11173 -0.091 -0.321 -0.174
H -0.74203 0.70601 1.27449 0.137 0.106 0.074
H 0.07885 0.01734 0.00299 0.254 0.099 -0.040
H -0.32309 -0.87379 1.34116 0.255 -0.040 0.083
```
Positions in Å, forces in eV/Å.


Entry 2:
Here is 4 unconnected molecules or ions with the total composition C2H12O3S in a non-equilibrium geometry from the Open Molecules 2025 dataset. Energies are from ωB97M-V/def2-TZVPD.

Summary:
* net charge: 0
* energy above the lowest of the compared OMol25 structures with the same formula, charge and spin: 84.3 kJ/mol
* SMILES: CCS.O.O.O
* calculated total energy: -707.27242 hartree

```
18
Properties=species:S:1:pos:R:3:forces:R:3
C 0.56749 -1.33257 0.56840 -1.510 -1.542 -1.607
C -0.55165 -1.73043 1.52982 0.270 0.259 -0.557
S -2.07782 -2.33350 0.66792 0.635 0.347 0.203
H 1.34900 -0.79537 1.09186 0.218 -0.051 -0.312
H 0.08816 -0.80862 -0.26909 0.454 0.770 0.441
H 0.86114 -2.24427 0.02492 0.833 0.199 0.508
H -0.19159 -2.54298 2.15709 -0.222 0.375 0.478
H -0.73959 -0.77513 2.00359 -0.637 -0.338 0.895
H -2.82309 -2.42285 1.77781 0.005 -0.030 -0.041
H -0.27436 1.85257 -0.27773 0.249 -0.214 -0.205
H -0.00086 3.32522 -0.33890 0.390 -0.107 -0.345
O 0.29047 2.49080 -0.74375 -0.198 0.925 0.920
H 2.40695 2.08195 -0.48367 0.926 -0.018 0.348
H 2.29535 1.09880 -1.45070 0.685 -0.655 -0.351
O 3.01165 1.41739 -0.87720 -1.581 0.603 -0.014
H -0.92524 1.52923 -1.97608 -0.171 -0.074 -0.208
H -2.07860 0.47008 -1.86862 0.215 0.074 0.027
O -1.20743 0.71967 -1.53568 -0.561 -0.523 -0.181
```
Positions in Å, forces in eV/Å.


Entry 3:
Here is a molecular structure, C43H54Cl2F3N4O2Pd in a non-equilibrium geometry from the Open Molecules 2025 dataset. Energies are from ωB97M-V/def2-TZVPD.

Summary:
* 2S+1: 5
* net charge: +1
* energy above the lowest of the compared OMol25 structures with the same formula, charge and spin: 115.6 kJ/mol
* calculated total energy: -3387.99763 hartree

```
109
Properties=species:S:1:pos:R:3:forces:R:3
Pd -0.12076 0.69834 1.29884 -0.453 -0.477 -1.180
Cl 1.01534 2.61674 2.93876 0.237 0.536 0.595
C 0.37120 1.89371 4.42183 -0.005 -0.044 -0.080
Cl -0.57987 0.46125 3.97288 -0.056 0.020 0.766
H -0.27010 2.60891 4.92263 -0.022 0.002 -0.036
H 1.19418 1.57941 5.05242 0.008 -0.017 -0.023
C -2.38746 -1.83718 0.17789 0.033 -0.075 -0.094
N -2.59978 -0.98651 -0.97451 0.268 0.060 0.172
C -3.86339 -1.19856 -1.65206 -0.048 0.068 0.019
C -1.61305 -0.23016 -1.58904 -0.378 0.464 -0.198
N -0.29450 -0.14352 -0.92543 -0.329 -0.485 0.360
N -1.65409 -0.15928 -2.98043 0.119 -0.020 -0.017
C -1.06307 1.01826 -3.58072 0.007 -0.087 0.016
C -1.44068 -1.37464 -3.77202 0.013 0.074 0.050
H -3.33768 -1.96097 0.69845 0.011 0.006 0.002
H -1.67455 -1.40849 0.87067 0.164 0.046 0.094
H -2.01368 -2.82788 -0.10544 -0.030 -0.025 0.009
H -4.68205 -1.02805 -0.94720 0.009 -0.030 -0.017
H -3.95422 -2.22257 -2.03052 0.008 0.020 -0.026
H -3.95857 -0.50678 -2.48272 -0.013 -0.007 -0.006
H 0.21356 0.64491 -1.31787 -0.014 0.046 -0.080
H 0.03104 0.93825 -3.68746 0.002 0.030 -0.006
H -1.29733 1.89400 -2.97600 -0.009 0.049 0.005
H -1.48171 1.16115 -4.57853 0.053 0.036 -0.005
H -1.85163 -2.23522 -3.24771 0.003 -0.001 -0.001
H -0.37528 -1.55608 -3.95539 -0.003 -0.040 -0.008
H -1.94635 -1.27158 -4.73398 -0.005 -0.027 0.015
F 3.18666 -8.08020 -2.70653 0.075 0.038 0.112
C 3.66256 -7.36833 -1.66604 0.038 -0.107 -0.039
F 3.52661 -8.12290 -0.56423 0.040 0.037 -0.098
F 4.98303 -7.20090 -1.87986 -0.085 -0.025 0.022
C 2.95495 -6.05025 -1.54492 -0.091 0.100 0.073
C 2.26768 -5.71414 -0.38793 0.067 -0.067 -0.042
C 1.60551 -4.50229 -0.31394 -0.058 0.141 -0.067
C 1.62252 -3.62118 -1.39867 0.098 -0.487 0.016
C 2.33093 -3.96473 -2.55400 -0.068 0.027 0.050
C 2.99319 -5.17471 -2.62381 0.077 -0.012 -0.012
C 0.92368 -2.38364 -1.30184 -0.056 0.576 0.237
C 0.41591 -1.31327 -1.09612 0.211 -0.219 -0.270
H 2.25423 -6.39405 0.45235 -0.010 0.000 -0.009
H 1.07590 -4.21787 0.58622 -0.001 -0.015 0.007
H 2.35873 -3.27912 -3.39049 -0.021 0.002 0.001
H 3.54519 -5.44192 -3.51576 -0.023 -0.013 -0.005
C 5.63522 -5.13220 2.76746 -0.008 0.062 -0.009
C 4.64782 -4.02782 2.51479 0.013 -0.029 -0.051
C 3.70278 -3.67402 3.47112 -0.021 -0.003 -0.018
C 2.76870 -2.67773 3.23730 -0.094 -0.040 -0.117
C 1.78486 -2.31968 4.31956 0.025 -0.082 -0.029
C 2.79024 -2.00208 2.00360 -0.062 0.054 0.052
C 3.78701 -2.28292 1.05976 -0.020 0.144 0.040
C 3.97122 -1.49453 -0.21007 0.036 -0.069 -0.016
C 4.67844 -3.31527 1.32591 0.043 0.019 -0.001
C 1.70926 -1.01156 1.70536 0.658 -0.632 0.084
O 1.99787 0.16088 1.30670 -0.312 0.234 -0.113
O 0.49615 -1.32928 1.84273 -0.003 0.246 0.121
H 5.36220 -5.71434 3.64574 0.017 -0.012 0.002
H 6.63210 -4.71750 2.92867 0.009 -0.039 0.013
H 5.69389 -5.80239 1.90959 0.011 -0.020 0.004
H 3.68970 -4.19582 4.42138 -0.009 0.012 0.004
H 1.97082 -2.90808 5.21637 0.040 0.014 -0.007
H 0.76354 -2.50121 3.99352 -0.060 0.053 0.044
H 1.87902 -1.26388 4.58350 -0.083 -0.004 0.013
H 3.08008 -0.94577 -0.49150 0.006 0.030 -0.066
H 4.25261 -2.15695 -1.02917 0.007 -0.004 0.007
H 4.78230 -0.77507 -0.07414 -0.033 0.019 -0.002
H 5.42954 -3.56065 0.58194 -0.014 0.005 -0.014
C 3.39723 2.93526 -1.72636 -0.028 0.019 -0.009
C 1.97181 3.39878 -1.59752 -0.048 -0.098 0.052
C 1.41159 4.32394 -2.48399 -0.029 -0.036 0.123
C 0.08613 4.74178 -2.34385 -0.041 0.016 -0.091
C -0.49406 5.76815 -3.27889 -0.038 0.002 0.013
C -0.70507 4.19630 -1.35235 0.005 0.152 -0.082
C -0.21079 3.20052 -0.46307 0.193 0.184 0.024
C 1.17907 2.88027 -0.59665 -0.218 -0.089 0.033
N -0.94552 2.54804 0.46622 0.445 0.134 -0.397
C -2.34444 2.88833 0.72962 -0.378 0.163 -0.020
C -3.24631 2.62984 -0.50043 -0.027 -0.011 0.025
C -4.70601 2.93296 -0.15792 -0.058 0.037 -0.025
C -4.83375 4.39327 0.28550 0.058 -0.058 0.029
C -3.97939 4.62431 1.53546 -0.020 0.065 0.066
C -4.45616 3.69909 2.65764 0.029 -0.010 -0.081
C -4.31133 2.24531 2.19936 -0.080 -0.025 0.050
C -5.17824 2.00719 0.96310 0.058 0.036 -0.015
C -2.84123 1.98456 1.86665 0.068 0.105 -0.091
C -2.50458 4.34433 1.22205 0.004 -0.021 0.029
H 3.99905 3.64085 -2.29626 0.013 0.001 0.021
H 3.43442 1.96990 -2.23700 0.016 0.039 -0.022
H 3.84656 2.79580 -0.74345 0.037 0.024 -0.016
H 2.02221 4.74767 -3.27245 0.002 -0.012 -0.013
H 0.23173 6.07336 -4.02972 -0.011 0.015 -0.007
H -0.81243 6.65626 -2.73131 0.018 0.008 -0.003
H -1.37066 5.37056 -3.79282 0.015 0.011 -0.017
H -1.72237 4.54676 -1.27906 0.194 -0.030 -0.065
H 1.65096 2.22529 0.12045 -0.062 -0.249 0.106
H -3.13135 1.58559 -0.79220 0.006 -0.058 -0.070
H -2.94107 3.24435 -1.34726 -0.117 -0.192 0.036
H -5.31059 2.76787 -1.05366 0.006 -0.013 0.012
H -5.87807 4.62737 0.50546 -0.001 0.026 -0.029
H -4.50921 5.05843 -0.52083 -0.031 0.026 -0.003
H -4.07334 5.66539 1.85394 0.016 -0.011 0.003
H -5.49994 3.91290 2.89911 0.000 -0.006 0.026
H -3.86582 3.87058 3.56286 -0.023 0.005 0.011
H -4.61815 1.57217 3.00401 0.028 -0.001 -0.010
H -6.22498 2.21040 1.20131 -0.016 -0.044 -0.007
H -5.10511 0.96312 0.64139 -0.015 0.000 0.014
H -2.70518 0.93026 1.57999 0.040 -0.058 0.010
H -2.24296 2.19979 2.75247 0.074 -0.126 0.047
H -1.89769 4.47296 2.12411 0.032 0.029 -0.020
H -2.14307 5.06004 0.48448 -0.025 -0.005 0.120
```
Positions in Å, forces in eV/Å.


Entry 4:
Here is 2 unconnected molecules or ions with the total composition C6H14BrNO2P in a non-equilibrium geometry from the Open Molecules 2025 dataset. Energies are from ωB97M-V/def2-TZVPD.

Summary:
* net charge: +1
* energy above the lowest of the compared OMol25 structures with the same formula, charge and spin: 278.6 kJ/mol
* calculated total energy: -3357.26264 hartree

```
25
Properties=species:S:1:pos:R:3:forces:R:3
C 1.71259 -1.66776 0.35943 -0.336 -4.344 2.057
C 0.52841 -1.11434 0.56489 0.336 -0.774 0.491
C -0.67460 -1.92315 1.17271 2.009 3.386 -1.957
C -0.11275 0.54291 -1.17934 1.535 -1.220 -1.575
C 0.34211 0.34924 0.26703 0.355 1.879 -0.201
C -0.60850 1.12038 1.21000 -1.558 0.202 -1.026
N -0.26889 1.99241 -1.46874 0.166 1.189 1.020
O -1.97171 0.88607 0.75584 1.576 0.913 0.771
O -0.30854 2.59456 1.20091 -0.263 -1.581 -0.241
P 3.38777 -1.63599 -0.17921 0.158 0.275 -0.948
Br 3.81654 0.60812 -0.35444 0.099 -0.262 0.135
H 1.74391 -3.24724 0.83522 -0.065 3.977 -1.346
H -0.75427 -2.79360 0.61486 -0.563 -1.679 -0.700
H -1.43687 -1.18864 1.02213 -1.307 -0.588 0.291
H -0.40703 -2.04828 2.16614 0.015 -0.604 1.992
H -1.00847 0.02318 -1.40669 -1.121 -0.243 0.199
H 0.61522 0.11946 -1.99113 -0.861 0.761 1.818
H 1.26722 0.95699 0.42357 -0.186 -1.031 -0.363
H -0.51064 0.76273 2.19735 0.232 -0.220 1.256
H -0.41706 2.56707 -0.50676 -0.388 -0.915 -1.927
H -0.83234 2.20502 -2.31836 0.000 -0.009 1.181
H 0.67225 2.24551 -1.70760 0.722 0.702 -0.356
H -2.58338 0.85716 1.51407 0.371 0.292 -0.329
H 0.45360 2.81469 1.78575 -0.724 -0.428 -0.502
H 4.02429 -1.91901 1.04435 -0.202 0.322 0.259
```
Positions in Å, forces in eV/Å.


What did the fourth record say?
Here is 2 unconnected molecules or ions with the total composition C6H14BrNO2P in a non-equilibrium geometry from the Open Molecules 2025 dataset. Energies are from ωB97M-V/def2-TZVPD.

Summary:
* net charge: +1
* energy above the lowest of the compared OMol25 structures with the same formula, charge and spin: 278.6 kJ/mol
* calculated total energy: -3357.26264 hartree

```
25
Properties=species:S:1:pos:R:3:forces:R:3
C 1.71259 -1.66776 0.35943 -0.336 -4.344 2.057
C 0.52841 -1.11434 0.56489 0.336 -0.774 0.491
C -0.67460 -1.92315 1.17271 2.009 3.386 -1.957
C -0.11275 0.54291 -1.17934 1.535 -1.220 -1.575
C 0.34211 0.34924 0.26703 0.355 1.879 -0.201
C -0.60850 1.12038 1.21000 -1.558 0.202 -1.026
N -0.26889 1.99241 -1.46874 0.166 1.189 1.020
O -1.97171 0.88607 0.75584 1.576 0.913 0.771
O -0.30854 2.59456 1.20091 -0.263 -1.581 -0.241
P 3.38777 -1.63599 -0.17921 0.158 0.275 -0.948
Br 3.81654 0.60812 -0.35444 0.099 -0.262 0.135
H 1.74391 -3.24724 0.83522 -0.065 3.977 -1.346
H -0.75427 -2.79360 0.61486 -0.563 -1.679 -0.700
H -1.43687 -1.18864 1.02213 -1.307 -0.588 0.291
H -0.40703 -2.04828 2.16614 0.015 -0.604 1.992
H -1.00847 0.02318 -1.40669 -1.121 -0.243 0.199
H 0.61522 0.11946 -1.99113 -0.861 0.761 1.818
H 1.26722 0.95699 0.42357 -0.186 -1.031 -0.363
H -0.51064 0.76273 2.19735 0.232 -0.220 1.256
H -0.41706 2.56707 -0.50676 -0.388 -0.915 -1.927
H -0.83234 2.20502 -2.31836 0.000 -0.009 1.181
H 0.67225 2.24551 -1.70760 0.722 0.702 -0.356
H -2.58338 0.85716 1.51407 0.371 0.292 -0.329
H 0.45360 2.81469 1.78575 -0.724 -0.428 -0.502
H 4.02429 -1.91901 1.04435 -0.202 0.322 0.259
```
Positions in Å, forces in eV/Å.


- Look up the energy above the lowest of the compared OMol25 structures with the same formula, charge and spin of the third one.
  115.6 kJ/mol


- Look up the net charge of the third one.
  +1